Entry 1:
This record from the OMol25 dataset describes 3 unconnected molecules or ions with the total composition C3H13N4 at a distorted geometry. The level of theory is ωB97M-V with the def2-TZVPD basis set.

Structure (XYZ):
```
20
Properties=species:S:1:pos:R:3:forces:R:3:lowdin_charge:R:1
C 0.345857 2.351111 1.611623 -0.186 -4.032 -1.612 0.22
C -0.917372 1.782709 -1.233425 0.617 -1.476 -2.108 0.00
C 0.356387 0.418015 0.275976 -0.954 5.832 1.680 -0.19
N 1.003608 -0.528529 0.773373 0.068 -5.493 -0.948 0.15
N 0.208513 -3.279246 0.605179 3.775 -0.381 -1.457 0.03
N -0.384721 0.504991 -0.774844 -0.153 -1.618 -1.543 -0.17
N -0.593870 -0.696885 -1.572930 -0.481 0.216 -0.539 0.10
H 0.306071 1.840930 2.580724 0.026 0.477 -0.470 0.05
H -0.517675 2.781868 1.182861 -0.861 0.481 0.157 0.00
H 1.246320 2.710075 1.212017 1.232 0.600 0.017 0.01
H -0.131665 2.462723 -1.254135 1.559 1.242 -0.364 0.07
H -1.342402 1.730253 -2.260402 0.102 -0.219 0.991 0.12
H -1.550848 2.134916 -0.521610 -2.489 0.883 1.574 0.05
H 1.717145 -0.405087 1.415988 1.145 0.754 1.598 0.09
H 0.854233 -1.626859 0.530349 -0.309 1.679 0.080 0.12
H 0.882250 -3.697302 1.294087 -1.535 0.108 -1.048 0.09
H 0.132389 -3.803002 -0.280726 0.783 0.150 0.763 0.07
H -1.156613 -0.461714 -2.400514 -0.291 0.264 0.846 0.10
H 0.246893 -1.008379 -2.054630 0.718 0.324 0.603 0.10
H -0.704502 -3.210589 0.871039 -2.763 0.208 1.779 0.00
```
Positions in Å, forces in eV/Å.

## Properties
- Orbital gap: 9.29 eV
- Energy above the lowest of the compared OMol25 structures with the same formula, charge and spin: 521.6 kJ/mol
- Charge: +1
- Spin multiplicity: 1

=====

Entry 2:
This record from the OMol25 dataset describes a molecular structure, C35H54N3O2RuSSe2 at a distorted geometry. The level of theory is ωB97M-V with the def2-TZVPD basis set.

Structure (XYZ):
```
98
Properties=species:S:1:pos:R:3:forces:R:3:lowdin_charge:R:1
Ru 0.761726 2.469793 0.477703 -1.121 -1.897 -1.482 1.19
C 0.376459 -4.482301 -2.794915 0.240 0.012 -0.008 -0.04
C 1.851812 -4.103099 -2.615483 -0.004 -0.109 -0.103 -0.56
C 2.489509 -3.816021 -3.982703 -0.100 -0.115 0.155 -0.04
C 2.568530 -5.297945 -1.983035 -0.113 0.227 -0.099 -0.06
C 1.948760 -2.851617 -1.761676 0.034 0.047 0.112 -0.17
C 1.284184 -1.690557 -2.139581 0.060 0.023 0.011 -0.07
C 1.364693 -0.564869 -1.354941 0.299 0.443 0.373 -0.37
Se 0.430857 1.046689 -1.893985 0.089 0.293 1.696 1.24
C -1.372023 0.487654 -1.476826 -0.123 0.579 0.678 -0.37
C -2.028685 -0.356277 -2.347059 -0.165 -0.009 0.007 -0.08
C -3.337331 -0.751888 -2.097017 0.111 0.115 -0.008 -0.17
C -3.971124 -0.187622 -0.989075 0.189 -0.144 -0.217 0.03
C -3.357729 0.687287 -0.113017 0.535 0.430 0.222 -0.09
C -1.978535 1.015749 -0.306464 -0.430 -1.418 -1.992 -0.39
O -1.332819 1.747608 0.527601 2.759 1.961 1.355 -0.23
C -4.109265 1.379420 1.018471 0.005 0.061 0.152 -0.53
C -5.595142 1.015253 1.055307 0.302 0.012 -0.002 -0.06
C -3.486180 0.995540 2.369402 -0.049 0.042 -0.065 -0.04
C -4.003171 2.897186 0.799835 0.095 -0.062 0.074 -0.04
C -4.021333 -1.725710 -3.045153 -0.030 -0.117 -0.171 -0.56
C -5.454539 -2.062549 -2.625074 0.269 0.087 -0.051 -0.06
C -3.213539 -3.031157 -3.089364 -0.167 0.146 0.007 -0.05
C -4.072356 -1.111055 -4.450842 -0.054 -0.099 0.145 -0.04
C 2.149161 -0.474713 -0.171076 -0.488 -1.255 -1.157 -0.39
O 2.166170 0.616112 0.505251 -0.529 2.178 1.484 -0.25
C 2.888572 -1.647092 0.165269 -0.131 0.640 -0.053 -0.09
C 2.723640 -2.780181 -0.611249 -0.148 -0.017 -0.323 0.01
C 3.850808 -1.754300 1.344897 -0.019 -0.068 0.215 -0.53
C 5.187057 -2.365658 0.891404 -0.162 0.051 0.085 -0.05
C 3.192292 -2.647510 2.407496 0.139 0.142 -0.060 -0.04
C 4.182965 -0.404546 1.977973 -0.044 -0.107 0.153 -0.07
H 0.293129 -5.383124 -3.399671 -0.063 -0.116 -0.086 0.09
H -0.174178 -3.688643 -3.288546 -0.114 0.088 -0.073 0.05
H -0.084588 -4.665435 -1.826140 -0.088 -0.020 0.069 0.09
H 2.393984 -4.684980 -4.630246 0.013 -0.116 -0.134 0.08
H 3.546380 -3.580835 -3.868880 0.090 0.023 0.006 0.09
H 2.008479 -2.972648 -4.470055 -0.068 0.106 -0.095 0.08
H 2.437037 -6.174966 -2.612188 -0.010 -0.108 -0.080 0.08
H 2.150507 -5.517687 -1.003799 0.001 -0.091 0.158 0.09
H 3.635370 -5.114733 -1.882130 0.147 -0.011 0.045 0.08
H 0.700978 -1.649409 -3.047207 -0.096 -0.095 -0.135 0.10
H -1.504824 -0.693260 -3.230621 -0.002 -0.104 -0.103 0.10
H -5.002920 -0.438759 -0.818127 -0.150 -0.014 0.076 0.09
H -5.744308 -0.043457 1.252074 -0.062 -0.175 -0.023 0.08
H -6.079418 1.279616 0.119783 -0.150 0.000 -0.135 0.09
H -6.078659 1.571545 1.854939 -0.055 0.080 0.092 0.08
H -3.571860 -0.077962 2.535830 -0.015 -0.077 0.050 0.09
H -3.995159 1.516134 3.179968 -0.102 0.032 0.105 0.08
H -2.434379 1.268230 2.391001 0.033 -0.024 0.027 0.05
H -4.426698 3.164389 -0.167191 -0.044 0.073 -0.052 0.09
H -2.963710 3.217690 0.816110 -0.059 0.071 -0.049 0.05
H -4.542211 3.434967 1.578521 -0.126 0.042 0.101 0.08
H -5.475832 -2.527517 -1.642413 -0.066 -0.037 0.148 0.09
H -5.882878 -2.763405 -3.339679 -0.038 -0.058 -0.050 0.08
H -6.078694 -1.171881 -2.615433 -0.119 0.077 0.054 0.08
H -3.105027 -3.446421 -2.089933 0.040 -0.060 0.116 0.09
H -2.220912 -2.862071 -3.496372 0.121 -0.005 -0.039 0.06
H -3.716871 -3.767479 -3.713514 -0.034 -0.092 -0.112 0.08
H -4.659036 -0.195978 -4.437597 -0.073 0.136 -0.031 0.09
H -4.532892 -1.806661 -5.150214 -0.045 -0.079 -0.112 0.08
H -3.079046 -0.867058 -4.816158 0.129 0.020 -0.073 0.07
H 3.252782 -3.662547 -0.299958 0.124 -0.187 0.022 0.09
H 5.100227 -3.415944 0.629791 -0.012 -0.127 -0.072 0.07
H 5.914721 -2.286834 1.697782 0.088 -0.027 0.075 0.08
H 5.567742 -1.825024 0.027081 0.088 0.025 -0.073 0.09
H 2.984510 -3.639935 2.013565 -0.014 -0.096 -0.027 0.08
H 2.247301 -2.209253 2.724070 -0.108 0.027 0.069 0.09
H 3.837519 -2.748913 3.278508 0.091 -0.040 0.133 0.08
H 4.651939 0.245803 1.244228 0.045 0.195 -0.049 0.09
H 4.871302 -0.541437 2.811714 0.134 -0.116 0.048 0.09
H 3.279842 0.066033 2.344805 0.054 0.104 0.023 0.04
C 2.929680 2.874336 3.241501 -0.487 -0.314 0.291 -0.18
C 1.747087 2.016122 3.746347 0.394 0.002 -0.038 -0.18
N 0.495238 2.343923 3.076072 -0.227 -0.542 -0.496 -0.12
C -0.297391 3.360912 3.747544 -0.207 0.220 0.031 -0.27
C 0.266788 4.766230 3.565009 0.034 0.166 -0.537 -0.42
S 0.568668 5.162694 1.794844 -0.068 -0.153 0.347 0.89
C 2.364962 5.517252 1.768167 -0.332 -0.210 -0.081 -0.43
C 3.259156 4.365119 1.292299 0.228 0.343 -0.118 -0.28
N 2.830341 3.076135 1.804203 -0.115 -0.355 -1.416 -0.13
H 3.863182 2.364459 3.518468 -0.106 0.144 -0.095 0.13
H 2.934813 3.844284 3.739585 0.013 -0.036 -0.066 0.10
H 1.650238 2.136494 4.835968 0.065 -0.065 -0.112 0.12
H 1.967673 0.966024 3.544529 -0.040 0.115 0.012 0.10
H -0.063848 1.500137 2.975207 0.002 0.125 0.067 0.11
H -0.365379 3.148845 4.832257 -0.061 0.071 -0.295 0.13
H -1.307653 3.343498 3.330618 0.066 -0.123 0.006 0.11
H 1.198045 4.909954 4.104327 0.015 0.038 0.109 0.06
H -0.455817 5.498992 3.925543 0.060 -0.078 0.094 0.08
H 2.630355 5.861319 2.766848 0.034 0.067 -0.028 0.07
H 2.471327 6.355314 1.080496 0.105 0.019 0.081 0.08
H 4.299618 4.606909 1.578251 -0.206 -0.038 -0.102 0.13
H 3.197322 4.304993 0.200263 0.116 0.057 0.200 0.10
H 3.298151 2.317242 1.310787 0.015 0.008 0.063 0.09
Se -1.731944 5.196233 -1.744969 -0.591 0.254 -0.204 0.62
C -0.203825 4.507919 -1.329432 -0.426 0.263 -0.137 -1.06
N 0.850136 4.062891 -1.050504 0.981 -1.271 1.476 -0.13
```
Positions in Å, forces in eV/Å.

## Properties
- Orbital gap (alpha / beta): 5.32 / 6.15 eV
- Spin multiplicity: 2

=====

Entry 3:
This record from the OMol25 dataset describes C14H21NO3 in the gas phase. The level of theory is ωB97M-V with the def2-TZVPD basis set.

Structure (XYZ):
```
39
Properties=species:S:1:pos:R:3:forces:R:3:lowdin_charge:R:1
C -0.415174 -0.454749 5.214102 -0.015 -0.023 -0.024 -0.12
H 0.242328 -1.063794 5.831435 -0.090 -0.044 0.020 0.09
O 0.405904 0.497120 4.585396 0.168 -0.003 -0.004 -0.19
C -0.282651 1.508970 3.893181 -0.129 0.009 -0.251 -0.24
C -0.956952 1.034324 2.601095 0.129 0.236 0.254 -0.16
H -1.776239 0.350277 2.836850 -0.001 -0.056 -0.036 0.11
C -1.501267 2.218408 1.799995 0.201 -0.119 0.189 -0.18
N -2.163325 1.788007 0.589094 -0.246 -0.008 0.298 0.06
C -1.571170 1.869281 -0.626014 -0.690 -0.139 -0.079 -0.52
O -0.485793 2.383622 -0.789565 0.501 0.097 -0.173 0.06
C -2.366455 1.257329 -1.769481 0.367 -0.070 -0.115 -0.10
C -1.538779 0.143443 -2.414187 0.045 -0.216 0.168 -0.15
C -1.308838 -1.009690 -1.431621 -0.183 0.364 -0.050 -0.20
H -2.250691 -1.538754 -1.250460 0.097 0.111 0.053 0.13
O -0.436811 -1.993077 -1.934753 0.249 -0.157 -0.127 -0.04
C 0.912891 -1.770629 -1.906274 0.153 -0.159 -0.036 -0.26
C 1.537752 -0.630093 -1.414470 -0.353 0.041 0.048 -0.02
C 2.921288 -0.549743 -1.423463 0.134 -0.068 -0.039 -0.08
C 3.691834 -1.584626 -1.918127 0.159 0.095 0.033 -0.11
C 3.068311 -2.718858 -2.414373 -0.049 -0.016 -0.001 -0.09
C 1.692537 -2.813407 -2.408540 -0.196 0.050 0.010 -0.02
H 1.189663 -3.689768 -2.786843 -0.057 -0.102 -0.041 0.11
H 3.657700 -3.535048 -2.805625 0.035 -0.070 -0.032 0.10
H 4.768672 -1.509277 -1.921100 0.086 0.011 0.001 0.10
H 3.393343 0.342964 -1.040718 0.034 0.075 0.033 0.11
H 0.977488 0.209080 -1.033548 -0.127 0.091 0.026 0.09
H -0.940274 -0.624259 -0.472005 -0.030 -0.083 -0.025 0.11
H -0.575843 0.554368 -2.721432 -0.044 0.006 -0.033 0.11
H -2.043108 -0.239758 -3.302432 0.028 0.009 -0.011 0.12
H -3.326802 0.872954 -1.422570 -0.071 0.034 -0.004 0.11
H -2.545897 2.038812 -2.509423 -0.067 0.021 0.085 0.13
H -3.032692 1.289473 0.688809 0.070 0.043 -0.169 0.14
H -0.680578 2.869384 1.490878 -0.126 0.006 0.088 0.12
H -2.205175 2.794094 2.408970 0.076 0.031 -0.050 0.13
H -0.220520 0.495198 2.002180 -0.012 -0.043 -0.046 0.12
H -1.032795 1.976021 4.551324 0.079 0.018 -0.018 0.12
H 0.481033 2.252299 3.650695 -0.117 0.045 0.014 0.13
H -1.166282 0.028871 5.851139 -0.001 -0.019 0.005 0.09
H -0.924718 -1.102230 4.491940 -0.006 0.003 0.037 0.08
```
Positions in Å, forces in eV/Å.

## Properties
- Orbital gap: 9.01 eV
- Energy above the lowest of the compared OMol25 structures with the same formula, charge and spin: 161.6 kJ/mol
- Spin multiplicity: 1

=====

Entry 4:
This record from the OMol25 dataset describes 5 unconnected molecules or ions with the total composition C15H33BBr8FNO5S at a distorted geometry. The level of theory is ωB97M-V with the def2-TZVPD basis set.

Structure (XYZ):
```
65
Properties=species:S:1:pos:R:3:forces:R:3:lowdin_charge:R:1
C -1.176363 -1.368369 1.049923 0.444 0.468 0.136 -0.09
O -0.557700 -0.919790 -0.148738 0.148 0.125 -0.221 -0.23
C -0.599489 -1.848854 -1.200925 -0.328 -0.454 -0.108 -0.23
C 0.453872 -2.982652 -1.116207 -0.293 0.020 0.269 -0.14
C 1.426309 -2.942554 0.077486 0.524 -0.349 -0.285 -0.18
C 2.869985 -3.247086 -0.359809 -0.505 -0.222 -0.224 -0.19
C 3.513233 -2.108360 -1.125298 0.303 0.194 -0.297 -0.15
N 3.812082 -0.859875 -0.348262 -0.781 -0.438 1.064 -0.03
B 2.762922 0.184657 -0.436512 0.125 0.655 -0.329 -0.77
O 2.026952 0.489844 0.659152 0.033 -0.170 0.101 0.20
O 2.590795 0.833176 -1.636027 -0.112 -0.909 -0.168 0.04
C 1.352430 0.662748 -2.326607 -0.099 0.702 0.071 -0.07
S 4.484314 -1.060520 1.123849 1.320 0.540 -1.091 0.60
O 5.359515 -2.174511 1.092313 -0.105 -0.401 0.086 -0.23
O 4.954924 0.194861 1.582609 -0.366 0.194 0.234 -0.22
F 3.307242 -1.451554 2.069249 -0.301 -0.306 0.136 -0.13
H -0.543032 -1.050206 1.874935 0.075 0.015 0.157 0.07
H -2.138510 -0.873376 1.150437 -0.259 -0.259 0.035 0.04
H -1.254137 -2.452718 1.098223 -0.210 -0.086 -0.092 0.10
H -1.594417 -2.302888 -1.250998 -0.094 0.017 0.043 0.10
H -0.482555 -1.310444 -2.139048 0.066 0.211 0.105 0.10
H 0.986732 -3.023090 -2.065850 0.186 0.075 -0.039 0.10
H -0.082168 -3.928575 -1.053284 -0.016 -0.091 -0.115 0.11
H 1.145687 -3.745854 0.754950 -0.108 0.170 0.322 0.12
H 1.400949 -2.001976 0.618703 -0.211 0.065 0.027 0.08
H 3.491688 -3.598001 0.456693 0.044 0.139 0.180 0.10
H 2.799697 -4.092136 -1.049898 0.215 -0.036 -0.105 0.12
H 2.817752 -1.822024 -1.914492 0.042 0.266 -0.052 0.11
H 4.421618 -2.416353 -1.636157 0.161 -0.089 0.160 0.13
H 1.303515 1.085836 0.443952 -0.045 0.134 0.104 0.12
H 1.248290 1.479635 -3.037274 0.154 -0.158 0.065 -0.01
H 1.331387 -0.286559 -2.861160 0.081 -0.068 -0.046 0.09
H 0.495374 0.710867 -1.649563 0.032 -0.109 0.064 0.09
Br -4.607649 -1.488390 -0.350431 -0.087 -0.087 -0.048 0.62
C -6.288151 -1.251042 0.603432 0.048 0.081 -0.144 -0.69
C -6.074039 -0.976541 2.066007 -0.069 -0.169 0.121 -0.71
Br -5.572004 -2.587266 3.038090 0.049 0.043 -0.023 0.61
H -6.870873 -2.149731 0.430576 -0.010 -0.018 0.031 0.05
H -6.774203 -0.403072 0.127309 0.021 0.044 0.042 0.01
H -6.998047 -0.632160 2.524465 -0.019 0.007 -0.031 0.06
H -5.290944 -0.249414 2.240726 0.006 0.048 -0.026 0.00
Br -7.719522 2.468091 0.397848 0.027 0.012 0.054 0.63
C -6.295969 3.779921 0.194766 -0.125 -0.030 -0.091 -0.69
C -5.031153 3.161791 -0.336856 0.131 -0.020 0.087 -0.68
Br -4.100672 2.137362 1.027118 0.027 0.038 -0.006 0.65
H -6.155788 4.238112 1.167828 0.030 0.005 0.011 0.05
H -6.680779 4.518355 -0.504580 0.014 -0.010 -0.025 0.06
H -4.333436 3.936344 -0.646304 -0.020 0.029 0.010 0.06
H -5.212812 2.484701 -1.165385 -0.034 0.006 -0.018 0.05
Br 0.767527 -0.910687 4.941327 -0.002 0.046 -0.044 0.62
C 2.593679 -0.263498 4.747106 -0.033 -0.141 0.036 -0.71
C 3.192687 0.125413 6.070833 0.030 0.166 0.009 -0.69
Br 2.497624 1.825480 6.712819 -0.026 -0.044 0.031 0.60
H 2.559349 0.562882 4.045267 0.039 0.005 -0.026 0.05
H 3.149165 -1.087701 4.308086 -0.016 0.049 0.099 0.04
H 4.265903 0.268407 5.970031 0.001 -0.003 -0.045 0.06
H 2.993100 -0.605364 6.847206 -0.005 -0.032 -0.005 0.05
Br 3.329859 4.252238 -3.095745 -0.021 -0.069 -0.015 0.64
C 3.240797 3.756050 -4.972049 0.076 0.136 0.140 -0.69
C 1.926675 4.152930 -5.589349 -0.064 -0.128 -0.089 -0.68
Br 0.488339 2.965671 -5.033478 -0.105 0.200 -0.183 0.66
H 3.417113 2.686491 -5.021657 -0.014 -0.016 -0.033 0.05
H 4.059617 4.283063 -5.456109 -0.018 0.016 -0.028 0.06
H 1.970523 4.070999 -6.672849 0.027 -0.026 0.001 0.06
H 1.625182 5.157269 -5.312417 0.023 0.020 0.020 0.05
```
Positions in Å, forces in eV/Å.

## Properties
- Orbital gap: 9.93 eV
- Spin multiplicity: 1